Record 1
{"formula": "C25H50CuNO", "method": "wB97M-V/def2-TZVPD", "total_energy_ha": -2752.653421, "s_squared": 0.75, "charge": 1, "spin_multiplicity": 2, "max_force_ev_per_a": 1.6, "symbols": ["C", "C", "C", "C", "C", "C", "C", "C", "C", "C", "C", "C", "C", "C", "C", "C", "C", "C", "C", "C", "C", "N", "O", "C", "C", "C", "C", "H", "H", "H", "H", "H", "H", "H", "H", "H", "H", "H", "H", "H", "H", "H", "H", "H", "H", "H", "H", "H", "H", "H", "H", "H", "H", "H", "H", "H", "H", "H", "H", "H", "H", "H", "H", "H", "H", "H", "H", "H", "H", "H", "H", "H", "H", "H", "H", "H", "H", "Cu"], "xyz": [[2.4142, 3.3200, -2.9317], [1.0022, 3.8353, -3.2000], [0.2223, 2.9413, -4.1808], [-0.6727, 1.9311, -3.4684], [-1.2837, 0.9095, -4.4335], [-2.7027, 0.4648, -4.1012], [-2.8538, -0.2700, -2.7584], [-2.5702, -1.7848, -2.8957], [-1.2946, -2.2463, -2.2011], [-1.4759, -2.4334, -0.6872], [-0.1559, -2.6158, 0.0816], [0.4090, -1.4027, 0.8555], [0.0795, -0.0776, 0.1425], [-1.2146, 0.6135, 0.6134], [-0.9402, 1.7257, 1.6449], [-0.6538, 3.0688, 0.9750], [-2.1771, 1.8428, 2.5379], [1.9489, -1.6049, 0.9318], [2.6898, -1.0041, 2.1316], [2.8870, 0.5058, 1.9856], [4.0839, -1.6488, 2.1879], [1.9974, -1.3225, 3.4416], [1.9465, -0.3250, 4.2467], [0.7046, -2.0790, 3.3678], [0.9835, -3.5761, 3.1585], [-0.0250, -1.9570, 4.7127], [-0.1707, -1.4327, 2.2940], [3.0863, 3.5358, -3.7608], [2.8313, 3.7799, -2.0354], [2.4061, 2.2408, -2.7687], [1.0375, 4.8604, -3.5649], [0.4602, 3.8498, -2.2540], [0.9335, 2.4162, -4.8199], [-0.4115, 3.5658, -4.8116], [-0.1009, 1.4188, -2.6873], [-1.4775, 2.4727, -2.9626], [-1.2951, 1.3592, -5.4296], [-0.6248, 0.0407, -4.5150], [-3.0588, -0.1887, -4.8990], [-3.3554, 1.3410, -4.1140], [-3.8442, -0.0923, -2.3430], [-2.1239, 0.1365, -2.0505], [-2.5049, -2.0146, -3.9598], [-3.3966, -2.3773, -2.4992], [-0.4531, -1.5916, -2.4401], [-1.0250, -3.2322, -2.5908], [-2.0482, -3.3580, -0.5849], [-2.1074, -1.6521, -0.2589], [0.5822, -2.9406, -0.6567], [-0.2702, -3.4369, 0.7817], [0.8968, 0.6282, 0.2850], [0.0275, -0.2318, -0.9374], [-1.9079, -0.1096, 1.0429], [-1.7425, 1.0548, -0.2349], [-0.1019, 1.4544, 2.2848], [-1.3943, 3.2433, 0.1940], [-0.7307, 3.8989, 1.6779], [0.3344, 3.0668, 0.5253], [-2.4853, 0.8778, 2.9462], [-1.9464, 2.5924, 3.3602], [-3.0354, 2.2647, 2.0154], [2.4154, -1.1599, 0.0502], [2.1459, -2.6717, 0.8599], [3.5610, 0.8847, 2.7447], [3.3592, 0.6701, 1.0148], [1.9557, 1.0628, 1.9931], [4.6627, -1.2392, 3.0116], [4.6036, -1.5320, 1.2403], [3.9774, -2.7205, 2.3707], [1.3359, -3.9900, 4.1021], [1.7902, -3.7362, 2.4467], [0.0910, -4.0971, 2.8317], [0.6695, -2.0674, 5.5400], [-0.7376, -2.7811, 4.7779], [-0.5812, -1.0270, 4.8037], [-0.4068, -0.4400, 2.6705], [-1.1091, -1.9932, 2.2758], [-2.0648, 2.5862, 4.8806]], "forces_ev_per_a": [[-0.092, 0.103, 0.160], [0.015, -0.350, -0.089], [0.049, 0.263, 0.380], [-0.041, -0.186, -0.078], [0.094, 0.013, -0.155], [-0.146, 0.106, 0.240], [0.388, -0.306, -0.217], [0.082, 0.232, 0.011], [-0.086, -0.328, 0.103], [-0.016, -0.183, -0.033], [-0.132, 0.177, -0.463], [0.362, -0.248, 0.323], [-0.266, 0.307, -0.047], [0.175, 0.152, 0.031], [-0.449, 0.316, 0.099], [-0.183, -0.248, 0.045], [-0.266, -0.487, -0.101], [-0.439, 0.240, -0.070], [0.662, -0.389, 0.154], [0.092, -0.227, -0.305], [-0.438, -0.415, 0.215], [-1.006, 1.157, -0.537], [0.291, -0.228, 0.219], [0.010, -0.500, 0.404], [0.639, 0.447, 0.036], [0.019, -0.392, -0.229], [0.039, -0.265, -0.201], [0.000, -0.064, -0.066], [0.101, 0.044, -0.010], [0.014, -0.073, -0.018], [0.050, 0.069, 0.015], [-0.149, 0.157, 0.116], [-0.025, -0.014, -0.181], [0.017, -0.083, -0.183], [0.030, 0.022, 0.074], [-0.031, 0.079, 0.078], [-0.047, -0.030, -0.052], [0.032, -0.057, 0.004], [-0.109, 0.004, -0.039], [0.029, 0.096, 0.010], [-0.071, -0.011, 0.010], [-0.157, 0.127, 0.045], [-0.007, -0.130, -0.022], [-0.107, 0.002, -0.034], [-0.032, 0.144, 0.014], [0.135, 0.049, -0.087], [-0.142, 0.057, 0.114], [0.063, 0.065, -0.057], [0.110, -0.021, 0.023], [0.124, -0.150, 0.087], [0.064, 0.030, -0.028], [0.046, -0.136, 0.085], [0.049, -0.079, -0.029], [0.037, 0.058, 0.027], [0.112, -0.072, -0.030], [0.030, 0.071, -0.091], [0.219, 0.063, 0.073], [0.097, 0.108, -0.097], [0.091, -0.006, 0.148], [0.277, 0.547, -1.252], [-0.011, 0.129, 0.065], [-0.057, -0.067, -0.138], [0.135, -0.026, 0.083], [-0.103, 0.089, 0.163], [0.006, 0.033, -0.023], [-0.039, 0.082, 0.213], [0.124, 0.145, -0.047], [0.126, 0.177, -0.026], [0.043, -0.005, -0.022], [-0.109, -0.127, 0.053], [-0.174, -0.146, -0.107], [-0.099, -0.131, 0.025], [0.040, 0.137, 0.060], [-0.091, 0.039, -0.037], [0.121, 0.180, 0.106], [0.107, 0.049, -0.021], [-0.148, 0.082, 0.067], [-0.081, -0.265, 1.045]], "lowdin_spin": [0.000, 0.000, 0.000, 0.000, 0.000, 0.000, 0.000, 0.000, 0.000, 0.000, 0.000, 0.001, 0.000, 0.001, 0.000, 0.000, 0.000, 0.007, 0.026, 0.005, 0.010, 0.391, 0.504, 0.027, 0.004, -0.002, 0.017, 0.000, 0.000, 0.000, 0.000, 0.000, 0.000, 0.000, 0.000, 0.000, 0.000, 0.000, 0.000, 0.000, 0.000, 0.000, 0.000, 0.000, 0.000, 0.000, 0.000, 0.000, 0.000, 0.000, 0.000, 0.000, 0.000, 0.000, 0.001, 0.000, 0.000, 0.000, 0.000, 0.000, 0.000, 0.001, 0.000, -0.001, 0.000, 0.002, 0.000, 0.000, 0.001, 0.001, 0.000, 0.000, 0.000, 0.000, 0.000, 0.001, 0.002, 0.000]}


Record 2
{"formula": "C25H50FN5O3PS", "method": "wB97M-V/def2-TZVPD", "total_energy_ha": -2321.165639, "charge": 1, "max_force_ev_per_a": 1.2, "symbols": ["C", "C", "C", "N", "C", "N", "C", "C", "C", "O", "N", "C", "C", "C", "C", "C", "C", "C", "S", "C", "N", "N", "C", "O", "C", "C", "C", "F", "P", "C", "C", "C", "C", "H", "H", "H", "H", "H", "H", "H", "H", "H", "H", "H", "H", "H", "H", "H", "H", "H", "H", "H", "H", "H", "H", "H", "H", "H", "H", "H", "H", "H", "H", "H", "H", "H", "H", "H", "H", "H", "H", "H", "H", "H", "H", "H", "H", "C", "C", "O", "H", "H", "H", "H", "H", "H"], "xyz": [[3.4621, 2.5754, 3.1162], [3.2883, 1.3942, 2.5694], [2.0026, 1.0540, 1.8722], [1.8886, -0.3481, 1.4786], [1.4394, -1.2809, 2.5116], [1.7256, -0.8054, 3.8239], [1.8615, -1.8389, 4.8464], [3.3148, -2.2579, 5.0157], [-0.0250, -1.7414, 2.3746], [-0.9892, -0.9439, 2.9502], [-0.4276, -1.8998, 0.9194], [-1.4242, -3.0040, 0.7029], [-2.3890, -2.6741, -0.4352], [-3.6745, -1.9592, 0.0033], [-3.5618, -0.4431, 0.1656], [-4.9239, 0.2332, 0.3993], [-5.1498, 0.7739, 1.8150], [-4.8798, 2.2533, 2.0412], [-3.1645, 2.8512, 2.0418], [-3.0455, 3.4679, 0.4327], [-3.8764, 3.2799, -0.5261], [-3.3490, 3.9864, -1.6159], [-2.2746, 4.5230, -1.1944], [-2.0113, 4.2508, 0.1018], [0.7200, -1.8936, -0.0350], [1.5637, -3.1606, -0.0022], [1.4451, -0.5865, 0.1535], [0.4533, 0.3683, -0.2272], [2.9317, -0.4617, -1.0426], [2.9478, 1.3030, -1.5434], [3.9274, 2.1730, -0.7460], [2.3538, -1.2525, -2.5963], [0.9813, -0.8423, -3.1703], [4.4091, 2.9129, 3.4908], [2.6432, 3.2695, 3.1963], [4.0536, 0.6403, 2.6153], [1.1943, 1.3731, 2.5263], [1.9303, 1.6888, 1.0066], [2.0395, -2.1803, 2.4065], [1.1283, -0.0487, 4.1153], [1.3019, -2.7342, 4.5912], [1.5046, -1.4690, 5.7949], [3.9594, -1.3963, 4.9394], [3.4822, -2.7275, 5.9762], [3.6139, -2.9720, 4.2596], [-0.1122, -2.7184, 2.8271], [-0.7359, -0.0121, 2.9398], [-0.9598, -1.0529, 0.7047], [-1.9782, -3.0568, 1.6293], [-0.9045, -3.9414, 0.5789], [-1.9116, -2.0667, -1.1975], [-2.6593, -3.5963, -0.9293], [-4.4054, -2.1423, -0.7768], [-4.0894, -2.4170, 0.8927], [-2.9555, -0.2317, 1.0400], [-3.0363, 0.0059, -0.6724], [-5.7163, -0.4553, 0.1371], [-4.9928, 1.0744, -0.2743], [-4.6358, 0.1738, 2.5571], [-6.2057, 0.6628, 2.0368], [-5.4344, 2.8736, 1.3526], [-5.2105, 2.5173, 3.0359], [-1.6230, 5.1302, -1.7818], [0.2687, -1.7897, -1.0075], [2.6129, -2.9497, 0.1370], [1.2681, -3.7878, 0.8312], [1.4037, -3.7531, -0.8869], [1.9550, 1.7314, -1.5527], [3.2724, 1.2733, -2.5760], [4.5222, 2.7682, -1.4232], [3.3932, 2.8557, -0.1017], [4.5858, 1.5883, -0.1200], [2.4482, -2.3218, -2.4938], [3.1183, -0.9756, -3.3109], [1.0726, -0.4678, -4.1779], [0.3585, -1.7277, -3.2537], [0.4409, -0.1548, -2.5360], [0.5567, 2.3255, -6.5726], [0.7660, 1.1084, -7.4549], [0.2036, -0.0728, -6.8826], [0.9967, 2.1602, -5.5875], [1.0110, 3.2131, -7.0135], [-0.5084, 2.5216, -6.4302], [1.8276, 0.9053, -7.5822], [0.3326, 1.2775, -8.4450], [-0.7407, 0.0748, -6.7782]], "forces_ev_per_a": [[0.108, 0.353, 0.186], [-0.071, -0.198, 0.036], [0.568, -0.143, 0.484], [-0.871, 0.278, 0.350], [0.277, -0.078, -0.083], [-0.094, 0.196, -0.001], [0.737, -0.200, -0.051], [-0.027, -0.041, -0.058], [0.003, 0.055, -0.154], [-0.238, 0.236, 0.276], [-0.146, -0.127, -0.112], [-0.357, 0.409, -0.039], [-0.205, 0.019, 0.354], [0.141, 0.249, -0.670], [-0.070, -0.226, 0.605], [0.556, 0.339, 0.030], [-0.201, -0.048, -0.294], [0.088, -0.089, 0.150], [0.359, -0.152, 0.313], [-0.607, -0.383, 0.198], [0.024, 0.036, -0.513], [-0.359, -0.201, 0.052], [-0.247, 0.030, -0.531], [0.633, 0.175, 0.244], [0.292, -0.308, -0.251], [-0.403, -0.123, 0.695], [0.893, 0.319, -0.676], [-0.569, 0.261, 0.286], [0.563, -0.312, 0.235], [0.103, 0.006, 0.167], [-0.373, 0.013, -0.095], [-0.603, 0.617, 0.003], [0.134, -0.759, 0.122], [0.234, -0.086, 0.344], [-0.187, 0.353, -0.187], [0.290, -0.173, -0.333], [-0.450, 0.022, 0.013], [-0.129, -0.013, -0.506], [0.084, -0.316, -0.117], [-0.085, 0.026, 0.104], [-0.483, -0.142, 0.100], [-0.326, 0.238, 0.145], [0.214, 0.303, 0.044], [-0.028, -0.146, 0.240], [0.133, -0.150, -0.287], [-0.088, -0.336, 0.087], [-0.014, 0.070, -0.102], [0.101, 0.262, 0.080], [-0.198, -0.100, 0.287], [0.314, -0.136, -0.143], [0.289, 0.104, -0.235], [-0.023, -0.345, -0.081], [-0.223, -0.051, -0.214], [-0.037, -0.111, 0.376], [0.375, 0.134, 0.332], [-0.007, -0.029, -0.357], [-0.223, -0.217, -0.030], [-0.203, 0.198, -0.319], [0.257, -0.167, 0.207], [-0.301, -0.027, 0.155], [-0.089, 0.126, -0.274], [-0.131, 0.063, 0.323], [0.423, 0.261, 0.099], [-0.212, -0.096, -0.294], [0.327, 0.121, -0.163], [0.013, -0.185, 0.249], [0.109, -0.130, -0.367], [-0.309, 0.094, -0.042], [0.050, -0.108, -0.332], [0.244, 0.176, -0.098], [-0.065, 0.242, 0.244], [0.264, -0.166, 0.110], [-0.012, -0.401, 0.072], [0.380, 0.046, -0.111], [-0.069, 0.350, -0.228], [-0.234, -0.209, -0.091], [-0.030, 0.449, -0.024], [-0.003, -0.094, 0.073], [-0.187, 0.035, 0.030], [0.145, 0.054, 0.107], [0.039, 0.014, -0.008], [-0.007, 0.006, -0.015], [-0.008, 0.039, -0.047], [0.015, -0.053, -0.018], [0.076, 0.028, -0.032], [-0.055, -0.031, -0.028]], "mulliken_charge": [-1.060, -0.382, -1.040, 1.149, -1.982, 0.248, -0.142, -1.300, -0.346, -0.600, 0.952, -0.647, -0.827, -1.139, 0.383, -1.103, -0.702, -0.904, -0.156, 0.617, -0.030, -0.707, 0.019, -0.323, -0.282, -2.462, 0.018, -0.483, -0.408, -0.466, -1.259, -0.679, -1.022, 0.322, 0.259, 0.451, 0.564, 0.807, 0.251, 0.322, 0.186, 0.482, 0.282, 0.438, 0.288, 0.826, 0.422, -0.165, 0.679, 0.508, 0.249, 0.451, 0.550, 0.195, -0.106, 0.316, 0.519, 0.481, 0.362, 0.383, 0.463, 0.495, 0.449, 0.762, 0.442, 0.571, 0.449, 0.392, 0.650, 0.387, 0.351, 0.333, 0.429, 0.702, 0.350, 0.293, 0.223, -0.824, -0.316, -0.503, 0.109, 0.343, 0.321, 0.270, 0.310, 0.292]}